#w
Here is a single C4HNO molecule from the Open Molecules 2025 dataset. Energies are from wB97M-V/def2-TZVPD.

Values from the calculation:
highest occupied orbital energy = -11.6 eV
lowest unoccupied orbital energy = -0.049 Ha
SMILES = C#CC(=O)C#N
Kohn-Sham gap = 10.240 eV

Element x y z (Å)
1 C 1.921 -0.493 -0.031
2 C -0.490 0.660 -0.044
3 O -0.515 1.861 -0.003
4 H 2.794 -1.080 0.026
5 C -1.731 -0.171 0.070
6 C 0.777 -0.093 0.026
7 N -2.757 -0.684 -0.043

***

#x
Here is a single C4HNO molecule from the Open Molecules 2025 dataset. Energies are from wB97M-V/def2-TZVPD.

Values from the calculation:
highest occupied orbital energy = -11.5 eV
lowest unoccupied orbital energy = -0.032 Ha
Kohn-Sham gap = 10.657 eV

Element x y z (Å)
1 C 1.856 0.258 -0.116
2 H 2.862 0.489 -0.392
3 C 0.724 -0.004 0.197
4 N -1.563 0.253 -0.363
5 C -0.645 -0.330 0.532
6 C -2.233 0.349 -1.333
7 O -1.001 -1.046 1.424

***

#y
Here is a single C4HNO molecule from the Open Molecules 2025 dataset. Energies are from wB97M-V/def2-TZVPD.

Values from the calculation:
highest occupied orbital energy = -11.4 eV
lowest unoccupied orbital energy = -0.045 Ha
SMILES = C#CC(=O)C#N
Kohn-Sham gap = 10.216 eV

Element x y z (Å)
1 H -1.819 2.091 -1.108
2 C 0.695 -0.766 -0.266
3 N 0.394 -0.569 2.493
4 C 0.399 -0.878 1.339
5 C -1.135 1.184 -0.787
6 C -0.117 0.328 -0.919
7 O 1.583 -1.390 -0.752

***

It comes down to #w, which is 0.0130 hartree more stable than the next structure.

***

#w
Here is a 2-piece molecular cluster, C4H13NOS overall from the Open Molecules 2025 dataset. Energies are from wB97M-V/def2-TZVPD.

Values from the calculation:
highest occupied orbital energy = -8.4 eV
lowest unoccupied orbital energy = 0.022 Ha
SMILES = CCNCCS.O
Kohn-Sham gap = 9.024 eV

Element x y z (Å)
1 H -3.174 -1.661 1.811
2 H 1.355 0.380 -1.683
3 S -1.532 1.057 0.064
4 H 1.022 -0.788 0.654
5 H -1.129 -0.237 0.022
6 H 2.278 1.826 0.223
7 H 3.003 -0.221 -1.284
8 C 0.103 1.898 0.052
9 H 0.313 -1.506 -1.966
10 C 1.420 1.288 0.618
11 C 1.931 -0.404 -1.149
12 O -2.632 -2.450 1.755
13 H -2.806 -2.989 0.991
14 C 1.384 -1.650 -1.801
15 N 1.640 -0.093 0.268
16 H 1.493 -2.550 -1.174
17 H 1.874 -1.876 -2.745
18 H 1.274 1.346 1.696
19 H 0.213 1.948 -1.030
20 H -0.039 2.856 0.552

***

#x
Here is a 2-piece molecular cluster, C4H13NOS overall from the Open Molecules 2025 dataset. Energies are from wB97M-V/def2-TZVPD.

Values from the calculation:
highest occupied orbital energy = -8.7 eV
lowest unoccupied orbital energy = 0.029 Ha
SMILES = CNCCCS.O
Kohn-Sham gap = 9.529 eV

Element x y z (Å)
1 H 1.000 0.698 -2.663
2 H -5.696 -3.215 0.885
3 H -0.990 -1.886 1.051
4 C -0.005 -1.670 1.574
5 H 0.088 -2.393 2.421
6 N 0.232 -0.184 1.903
7 H -0.384 0.101 2.691
8 H -6.379 -3.578 -0.493
9 H 1.494 1.743 1.573
10 C 1.972 0.850 -0.347
11 O -5.508 -3.267 -0.058
12 S 1.966 1.496 -2.184
13 H 0.735 2.738 0.214
14 H -1.046 1.236 1.007
15 H 2.943 1.053 0.065
16 C 1.055 1.672 0.525
17 H 0.817 -2.019 0.963
18 H 1.605 -0.181 -0.353
19 C -0.170 0.660 0.743
20 H -0.318 0.118 -0.246

***

#y
Here is a 2-piece molecular cluster, C4H13NOS overall from the Open Molecules 2025 dataset. Energies are from wB97M-V/def2-TZVPD.

Values from the calculation:
highest occupied orbital energy = -8.7 eV
lowest unoccupied orbital energy = 0.019 Ha
SMILES = CCNCCS.O
Kohn-Sham gap = 9.231 eV

Element x y z (Å)
1 C -2.104 0.555 -0.125
2 H -3.108 1.184 -0.198
3 C 2.463 1.323 -0.996
4 H -1.044 -1.565 0.648
5 H 0.680 2.255 -0.529
6 H -1.401 1.122 0.697
7 C 1.026 1.172 -0.484
8 H 0.795 0.790 0.501
9 H 2.641 1.647 -2.033
10 N 0.115 0.431 -1.542
11 H 4.397 -1.943 2.689
12 C -1.392 0.688 -1.479
13 H 0.262 0.706 -2.474
14 H -2.057 0.129 -2.165
15 H 3.185 1.737 -0.245
16 H 3.322 -0.742 2.788
17 S -2.344 -1.202 0.491
18 H -1.332 1.825 -1.691
19 O 3.438 -1.711 3.062
20 H 2.904 0.327 -1.044

***

#z
Here is a 2-piece molecular cluster, C4H13NOS overall from the Open Molecules 2025 dataset. Energies are from wB97M-V/def2-TZVPD.

Values from the calculation:
highest occupied orbital energy = -8.7 eV
lowest unoccupied orbital energy = 0.028 Ha
SMILES = CCNCCS.O
Kohn-Sham gap = 9.456 eV

Element x y z (Å)
1 H 0.439 -2.079 2.057
2 H 0.391 -2.203 -0.535
3 H 0.222 -1.640 -2.805
4 N 0.444 -0.333 0.338
5 H -0.698 -2.522 3.003
6 H -1.043 -0.699 -1.939
7 H -0.272 3.042 0.173
8 H 1.792 -1.125 -0.953
9 H 0.386 0.117 -2.539
10 C 0.676 1.099 0.150
11 H -0.951 1.838 -0.972
12 C 0.030 -0.813 -2.121
13 C 0.709 -1.193 -0.794
14 C -0.532 2.000 0.024
15 H 1.352 1.507 0.909
16 O 0.256 -2.320 2.975
17 S -1.862 1.594 1.248
18 H -0.310 -0.377 1.002
19 H 1.159 1.274 -0.817
20 H -2.188 2.833 1.596

***

It comes down to #z, which is 0.0115 hartree more stable than the next structure.

***

#w
Here is a 2-piece molecular cluster, C4H13NOS overall from the Open Molecules 2025 dataset. Energies are from wB97M-V/def2-TZVPD.

Values from the calculation:
highest occupied orbital energy = -8.8 eV
lowest unoccupied orbital energy = 0.024 Ha
SMILES = CNCCCS.O
Kohn-Sham gap = 9.426 eV

Element x y z (Å)
1 H 2.562 -0.818 2.970
2 O -3.458 -4.585 -2.358
3 C 2.528 -0.468 1.945
4 H -1.052 0.360 0.494
5 H 0.089 2.650 -1.056
6 H 1.348 0.669 -0.378
7 N 1.156 -0.144 1.597
8 H -2.922 -4.334 -1.601
9 C -0.499 1.301 0.520
10 C -0.776 2.042 -0.783
11 H -1.818 1.720 -2.882
12 H 0.644 -0.954 1.280
13 H -0.769 1.835 1.428
14 H 1.526 1.782 0.974
15 H 3.138 0.429 1.845
16 H -2.876 -4.707 -3.115
17 H -1.615 2.725 -0.702
18 C 0.987 0.912 0.619
19 H 2.938 -1.272 1.330
20 S -1.128 0.856 -2.128

***

#x
Here is a 2-piece molecular cluster, C4H13NOS overall from the Open Molecules 2025 dataset. Energies are from wB97M-V/def2-TZVPD.

Values from the calculation:
highest occupied orbital energy = -8.9 eV
lowest unoccupied orbital energy = 0.030 Ha
SMILES = C[C@H](N)CCS.O
Kohn-Sham gap = 9.693 eV

Element x y z (Å)
1 H 0.023 3.399 -2.137
2 C -0.536 -0.010 0.489
3 H -2.034 -1.222 1.656
4 N -1.031 -0.146 -0.858
5 C 1.567 -1.306 -0.182
6 H 1.120 2.607 -1.317
7 C 0.502 -1.103 0.902
8 O 0.618 3.406 -1.409
9 S 2.245 0.260 -0.909
10 H -1.297 0.043 2.516
11 C -1.695 -0.184 1.521
12 H -0.061 -2.022 1.046
13 H 2.484 -1.785 0.140
14 H -0.117 0.961 0.739
15 H 1.755 0.042 -2.138
16 H -1.280 -1.099 -1.050
17 H -1.771 0.469 -1.121
18 H 1.044 -0.709 1.765
19 H 1.081 -1.941 -0.925
20 H -2.617 0.340 1.273

***

It comes down to #x, which is 0.0032 hartree more stable than the next structure.